DFT (ωB97M-V/def2-TZVPD) results for a structure of composition C2H5NO2.

XYZ file:
```
10
Properties=species:S:1:pos:R:3:forces:R:3:mulliken_charge:R:1
C -1.85985 -0.75127 0.00918 1.163 -0.013 0.120 -0.371
C 1.62173 0.30746 0.00830 0.723 -0.895 1.331 -0.649
N -1.01515 0.19478 0.03728 2.990 0.939 -1.629 0.544
O -0.91240 1.39513 -0.07294 -0.578 -1.270 1.015 -0.513
O 0.61445 -0.61861 -0.13926 -2.093 0.487 -0.333 -0.460
H -1.46212 -1.69109 -0.25343 0.433 -0.931 0.221 0.281
H -2.85995 -0.63364 0.27637 -1.453 0.692 0.088 0.307
H 2.48304 0.16042 -0.63438 0.159 -0.996 -0.338 0.286
H 1.96710 0.34661 1.04983 0.078 0.022 -0.060 0.261
H 1.42314 1.29022 -0.28096 -1.422 1.965 -0.416 0.314
```
Forces are in eV/Å.

Values from the calculation:
Charge: 0
Energy (eV): -7735.039
Lowest unoccupied orbital energy (alpha / beta) (eV): 0.06 / 0.06
Relative energy (zero: lowest compared OMol25 entry of this formula, charge and spin) (kcal per mole): 131.7
Gap between HOMO and LUMO (alpha / beta) (eV): 9.781 / 9.782

***

DFT (ωB97M-V/def2-TZVPD) results for an isolated molecule of C2H5NO2.

XYZ file:
```
10
Properties=species:S:1:pos:R:3:forces:R:3:mulliken_charge:R:1
C -0.84781 -0.39371 0.82158 -1.114 -1.289 3.368 -0.847
C 0.35723 -0.40442 -0.05374 -1.033 -0.801 -0.092 0.521
N 0.31149 1.03466 -0.45488 2.732 0.225 0.663 -0.069
O -0.25782 1.80012 0.39673 -0.214 0.829 -0.479 -0.408
O 0.42033 -1.19114 -1.24986 -1.137 2.137 -0.806 -0.528
H -1.82550 -0.92153 0.75868 1.116 0.322 -0.629 0.315
H -0.68674 0.03924 1.90235 -0.172 -0.975 -2.410 0.239
H 1.21034 -0.82102 0.55031 -0.293 1.225 -0.445 0.218
H 1.23986 1.41525 -0.70279 -0.432 -0.046 -0.530 0.228
H 0.07862 -0.55744 -1.96838 0.547 -1.626 1.361 0.332
```
Forces are in eV/Å.

Values from the calculation:
Charge: 0
Energy (eV): -7734.667
Lowest unoccupied orbital energy (alpha / beta) (eV): 0.34 / -0.50
Relative energy (zero: lowest compared OMol25 entry of this formula, charge and spin) (kcal per mole): 140.3
Gap between HOMO and LUMO (alpha / beta) (eV): 10.007 / 7.850

***

DFT (ωB97M-V/def2-TZVPD) results for an isolated molecule of C2H5NO2S.

XYZ file:
```
11
Properties=species:S:1:pos:R:3:forces:R:3:mulliken_charge:R:1
C 0.57050 1.13324 0.62506 -1.633 -0.937 0.817 -0.207
C -0.42347 -0.03931 0.20121 3.461 0.488 0.969 0.162
H 0.74532 1.38472 -1.34058 -0.903 0.354 -0.385 0.322
H 1.15305 0.76188 1.58865 -0.552 0.829 -2.586 0.245
H 0.04652 2.10690 0.93836 0.579 -1.482 -0.872 0.252
H -0.12089 -2.11639 -0.28676 1.340 3.257 0.309 0.279
H 2.36840 -0.73802 -0.55501 -3.310 -1.451 2.952 0.373
N 0.32882 -1.09810 -0.18700 0.848 -3.152 0.158 -0.068
O 1.30771 1.19433 -0.60481 1.888 1.137 1.651 -0.509
O 1.70634 -1.15018 0.24481 1.251 0.551 -2.892 -0.467
S -1.96804 -0.03932 -0.06958 -2.970 0.406 -0.121 -0.381
```
Forces are in eV/Å.

Values from the calculation:
Charge: 0
Energy (eV): -18571.838
Lowest unoccupied orbital energy (eV): 0.54
Relative energy (zero: lowest compared OMol25 entry of this formula, charge and spin) (kcal per mole): 86.0
Gap between HOMO and LUMO (eV): 9.221

***

DFT (ωB97M-V/def2-TZVPD) results for an isolated molecule of C2H5NO2S.

XYZ file:
```
11
Properties=species:S:1:pos:R:3:forces:R:3:mulliken_charge:R:1
C 0.12539 -0.51058 0.21386 -0.620 -0.123 1.404 0.207
C -0.19536 -1.05045 1.59781 -2.925 2.942 -0.973 -1.028
N -0.28118 0.68314 -0.03647 1.102 -1.830 0.859 -0.363
O -1.21897 2.11702 -1.67206 0.114 0.583 -0.992 -0.468
O 0.64830 0.01045 -2.82518 -2.145 4.201 4.345 -0.576
S -0.03073 1.34541 -1.48979 3.458 -2.840 -3.991 0.653
H 0.66507 -1.23076 -0.43342 -0.261 0.971 -0.323 0.422
H 0.64472 -1.06342 2.18600 2.243 0.168 1.477 0.324
H -0.51584 -2.03556 1.53275 -0.723 -1.928 -0.245 0.356
H -1.02767 -0.41331 2.11509 1.656 -1.096 -1.018 0.252
H 1.18628 2.14805 -1.18860 -1.898 -1.047 -0.543 0.221
```
Forces are in eV/Å.

Values from the calculation:
Charge: 0
Energy (eV): -18569.755
Lowest unoccupied orbital energy (eV): -0.51
Relative energy (zero: lowest compared OMol25 entry of this formula, charge and spin) (kcal per mole): 134.1
Gap between HOMO and LUMO (eV): 9.500

***

DFT (ωB97M-V/def2-TZVPD) results for an isolated molecule of C2H5NO2S.

XYZ file:
```
11
Properties=species:S:1:pos:R:3:forces:R:3:mulliken_charge:R:1
C -0.67436 0.35195 0.74797 -1.113 0.700 0.095 -0.494
C -0.29331 -0.94867 0.05061 0.818 1.529 0.120 0.300
H -0.91230 1.39431 -0.92319 1.078 0.910 2.315 0.366
H 0.00332 0.48563 1.54030 1.052 -0.116 1.238 0.332
H -1.67205 0.35765 1.23572 0.410 -0.205 -0.873 0.326
H 1.35383 -1.54504 -1.05857 -0.722 0.463 0.477 0.225
H 1.10237 1.13722 -0.53478 1.187 -1.396 0.054 0.437
N 0.87575 -0.77529 -0.57028 1.309 -1.099 -1.223 -0.073
O -0.43732 1.58376 -0.02269 -1.946 -1.777 -2.647 -0.634
O 1.75259 0.33445 -0.58179 -1.927 0.934 0.461 -0.438
S -1.09854 -2.37597 0.11670 -0.147 0.057 -0.018 -0.347
```
Forces are in eV/Å.

Values from the calculation:
Charge: 0
Energy (eV): -18572.946
Lowest unoccupied orbital energy (eV): 0.25
Relative energy (zero: lowest compared OMol25 entry of this formula, charge and spin) (kcal per mole): 60.5
Gap between HOMO and LUMO (eV): 8.967

***

DFT (ωB97M-V/def2-TZVPD) results for an isolated molecule of C2H5NO2S.

XYZ file:
```
11
Properties=species:S:1:pos:R:3:forces:R:3:mulliken_charge:R:1
C 0.86459 -0.71392 0.66393 1.267 3.749 3.640 -0.250
C 0.32162 0.73722 0.26292 0.691 1.372 -1.290 0.353
H 1.20504 -0.63123 -1.28740 -1.149 -3.678 3.490 0.406
H 0.42435 -1.18586 1.64259 0.276 0.353 -2.458 0.339
H 1.91965 -0.34350 0.98266 -1.399 -0.956 -0.286 0.217
H -1.21084 1.71500 -0.76812 0.340 -0.087 0.645 0.283
H -2.29914 -0.60205 -1.05286 -0.163 -0.652 -0.567 0.138
N -1.02176 0.95756 -0.11069 1.344 -0.204 0.488 -0.288
O 0.89981 -1.40992 -0.48990 0.849 1.713 -4.868 -0.503
O 1.17210 1.61190 -0.02126 -2.020 -1.909 0.789 -0.564
S -2.27542 -0.13520 0.17812 -0.034 0.298 0.417 -0.133
```
Forces are in eV/Å.

Values from the calculation:
Charge: 0
Energy (eV): -18573.414
Lowest unoccupied orbital energy (eV): 0.44
Relative energy (zero: lowest compared OMol25 entry of this formula, charge and spin) (kcal per mole): 49.7
Gap between HOMO and LUMO (eV): 10.074

***

DFT (ωB97M-V/def2-TZVPD) results for an isolated molecule of C2H5NO2S.

XYZ file:
```
11
Properties=species:S:1:pos:R:3:forces:R:3:mulliken_charge:R:1
C -0.32432 0.00139 0.56766 -3.078 1.713 -2.617 0.085
C 0.61445 -1.00545 -0.01840 -1.205 -2.532 0.575 -0.958
N -1.11702 0.74773 -0.21117 2.449 -2.620 1.477 -0.384
O -1.10076 3.08026 0.55560 -1.299 -0.736 0.131 -0.538
O -2.64511 1.49837 1.73055 -0.496 -0.272 0.859 -0.523
S -1.99098 1.93176 0.55180 0.586 1.306 -2.754 0.808
H -0.46023 0.20726 1.61415 0.610 -0.505 0.708 0.439
H 1.26489 -1.48532 0.70067 0.143 0.361 0.489 0.309
H 1.18885 -0.53923 -0.72776 1.628 1.438 -1.658 0.294
H 0.26193 -1.93121 -0.61733 -0.590 1.697 1.060 0.278
H -2.96136 2.03072 -0.53675 1.253 0.150 1.731 0.189
```
Forces are in eV/Å.

Values from the calculation:
Charge: 0
Energy (eV): -18573.191
Lowest unoccupied orbital energy (eV): -0.07
Relative energy (zero: lowest compared OMol25 entry of this formula, charge and spin) (kcal per mole): 54.8
Gap between HOMO and LUMO (eV): 10.895

***

DFT (ωB97M-V/def2-TZVPD) results for an isolated molecule of C2H5NO3.

XYZ file:
```
11
Properties=species:S:1:pos:R:3:forces:R:3:mulliken_charge:R:1
C 0.07347 0.43147 1.22040 -0.076 -1.019 0.152 0.238
C 0.35244 0.70584 -0.25068 -0.591 -0.229 -0.178 -0.153
N -0.64957 0.08454 -1.12955 0.204 -0.073 0.076 -0.340
O 1.53108 -0.01421 -0.43284 -0.945 -2.566 -1.096 -0.577
O -0.51540 -1.33201 -0.87856 -1.023 0.044 1.538 -0.513
O -0.75061 -0.39949 1.57229 0.371 0.898 0.111 -0.569
H 1.06003 -0.98513 -0.75985 1.618 2.957 1.112 0.500
H -0.78108 -1.42411 0.11723 0.414 0.095 -2.020 0.406
H -1.59990 0.35510 -0.88237 0.103 -0.158 0.136 0.278
H 0.84011 0.80625 1.91508 -0.186 0.230 0.195 0.374
H 0.43944 1.77175 -0.49115 0.111 -0.177 -0.026 0.355
```
Forces are in eV/Å.

Values from the calculation:
Charge: 0
Energy (eV): -9784.624
Lowest unoccupied orbital energy (eV): 0.40
Relative energy (zero: lowest compared OMol25 entry of this formula, charge and spin) (kcal per mole): 82.2
Gap between HOMO and LUMO (eV): 10.149